Formula: C23H58FNO11
Source: OMol25
Level of theory: the ωB97M-V functional and the def2-TZVPD basis

The geometry in XYZ format:
```
94
C23H58FNO11 the ωB97M-V functional and the def2-TZVPD basis
H -0.10 -7.24 -2.95
H -5.93 -3.25 -2.08
H 0.38 2.63 0.70
O -1.18 0.83 -0.49
H -0.32 2.15 -1.86
N -3.17 -2.68 -1.67
C 5.19 3.47 3.43
H -0.20 -4.87 -2.28
O 4.68 2.88 2.24
H -6.90 5.82 -1.85
C 1.57 -4.02 -1.41
H -8.18 1.49 -3.22
H -0.52 -1.09 -0.32
H -7.11 4.64 -3.97
O 5.21 -2.02 3.98
H 3.99 5.11 1.09
O -6.57 2.80 -3.27
C 5.52 -3.10 3.11
H 6.57 -3.06 2.80
C 2.21 -2.14 2.68
C 2.73 -5.51 0.02
H 4.89 -3.09 2.22
H -5.65 2.82 0.51
H 3.07 -6.05 -0.86
H -4.37 -1.63 -3.04
H 1.76 3.43 -0.08
O 1.47 -5.89 -2.95
C -5.06 -1.09 -1.07
C -7.17 4.06 -3.04
H 5.09 6.43 0.65
H -3.26 -0.66 -2.11
C -5.40 3.43 -0.35
C 1.44 2.54 0.47
H 4.77 2.93 4.28
H 3.15 -0.30 3.96
H 2.60 -3.81 -1.70
C -6.45 4.83 -1.95
H -5.40 4.97 -2.22
H 2.52 -6.22 0.82
H 2.68 -2.67 3.52
C 4.80 4.93 3.54
C 5.64 2.77 1.21
H -7.51 1.93 -1.63
H -4.89 -1.56 -0.09
C -6.73 -2.65 -1.62
H 5.35 -4.02 3.66
O 5.38 5.72 2.52
H -3.09 -2.72 -0.66
H -5.01 -0.01 -0.90
H 6.28 3.37 3.47
C -1.30 1.74 -1.57
H 0.67 -6.98 -1.37
H 1.30 -1.65 3.03
C 0.84 -4.69 -2.56
C -3.96 -1.49 -2.05
C 5.15 -0.76 3.32
C 4.50 6.01 1.46
C 1.10 0.22 0.10
H 0.09 -0.23 -1.74
H -3.66 -3.52 -1.95
H -6.61 0.85 -2.71
H 1.83 -0.58 -0.02
O -6.39 -1.32 -1.52
H 5.16 5.32 4.50
H 3.75 6.74 1.77
H 0.87 0.29 1.17
H -7.00 -3.08 -0.65
H 1.94 -2.87 1.92
H -1.75 1.25 -2.44
C -0.14 -0.13 -0.68
C 3.72 -0.35 3.03
O 1.53 -4.80 -0.23
H 5.72 -0.79 2.39
H 6.35 1.97 1.43
O -6.54 4.18 -0.69
C 0.85 -7.06 -2.44
H 5.10 2.51 0.29
O 3.10 -1.21 2.09
H -4.56 4.08 -0.09
C -7.26 1.72 -2.67
H 6.18 3.70 1.05
H -5.09 2.77 -1.17
H 2.01 2.48 1.40
H 1.08 -3.06 -1.20
H 3.52 -4.83 0.36
H 0.84 -4.01 -3.42
H -1.94 2.55 -1.25
H 3.71 5.03 3.53
F -7.83 -2.73 -2.44
H 1.52 -7.89 -2.63
H 3.74 0.66 2.59
H -8.22 3.95 -2.78
H 5.60 -0.02 3.98
O 1.70 1.42 -0.36
```

Values from the calculation:
DFT total energy ... -51514.7279 eV
SMILES ... COCCOC.COCCOC.COCCOC.COCCOC.COCCOC.NCCOCF
Highest occupied orbital energy ... -0.3357 hartree
Net charge ... 0